No. 1
C33H25ClMnN4O5PS | the ωB97M-V functional and the def2-TZVPD basis

Values from the calculation:
Net charge: +1
Spin multiplicity: 4
Energy relative to the best compared isomer or geometry (same formula, charge and spin) (eV): 0.022
Gap between HOMO and LUMO (alpha / beta) (Ha): 0.216 / 0.245
Expectation value of S²: 3.918
LUMO level (alpha / beta) (eV): -4.94 / -4.30

Element x y z (Å)
Mn  -0.099  0.724  -0.227
N  -3.952  2.424  -1.033
C  -2.803  1.729  -0.912
S  -1.738  2.220  0.389
N  -2.593  0.731  -1.707
N  -1.375  0.101  -1.527
C  -1.154  -0.891  -2.333
C  0.016  -1.699  -2.421
C  0.046  -2.739  -3.368
C  1.170  -3.515  -3.518
C  2.297  -3.246  -2.731
C  2.298  -2.234  -1.797
C  1.151  -1.454  -1.624
O  1.152  -0.508  -0.705
H  -4.106  3.253  -0.489
H  -4.550  2.236  -1.820
H  -1.970  -1.093  -3.022
H  -0.828  -2.912  -3.982
H  1.194  -4.310  -4.248
H  3.188  -3.846  -2.859
H  3.164  -2.025  -1.186
Cl  1.264  1.546  1.556
C  0.473  1.095  3.066
C  0.859  1.758  4.213
C  0.233  1.410  5.404
C  -0.749  0.431  5.424
C  -1.114  -0.218  4.255
C  -0.497  0.105  3.049
P  -0.885  -0.758  1.505
C  0.165  -2.227  1.468
C  -0.117  -3.231  0.540
C  0.715  -4.331  0.435
C  1.839  -4.430  1.244
C  2.131  -3.427  2.156
C  1.298  -2.324  2.269
C  -2.582  -1.363  1.686
C  -2.791  -2.610  2.287
C  -4.078  -3.066  2.514
C  -5.167  -2.289  2.149
C  -4.967  -1.044  1.573
C  -3.682  -0.576  1.350
H  1.615  2.528  4.179
H  0.514  1.918  6.316
H  -1.237  0.173  6.354
H  -1.886  -0.976  4.274
H  -0.993  -3.162  -0.094
H  0.489  -5.107  -0.282
H  2.488  -5.290  1.163
H  3.005  -3.505  2.788
H  1.531  -1.551  2.990
H  -1.953  -3.225  2.582
H  -4.228  -4.031  2.978
H  -6.171  -2.650  2.324
H  -5.812  -0.428  1.300
H  -3.541  0.409  0.933
O  0.939  1.116  -3.149
C  1.218  2.025  -2.394
O  0.790  2.113  -1.147
C  2.054  3.195  -2.818
C  2.455  3.288  -4.147
C  3.235  4.352  -4.571
C  3.632  5.330  -3.671
C  3.227  5.210  -2.353
C  2.441  4.167  -1.906
N  3.644  6.239  -1.379
O  4.301  7.168  -1.794
O  3.327  6.071  -0.218
H  2.145  2.515  -4.837
H  3.539  4.423  -5.605
H  4.242  6.169  -3.970
H  2.137  4.123  -0.872

Atom charges from the Mulliken analysis, given in e for atoms 1 to 5: number 1, Mn, carries 0.07; number 2, N, carries -0.38; number 3, C, carries 0.47; number 4, S, carries -0.43; number 5, N, carries -1.40

No. 2
C33H25F3N6O5Rb | the ωB97M-V functional and the def2-TZVPD basis

Values from the calculation:
Net charge: -1
Energy relative to the best compared isomer or geometry (same formula, charge and spin) (eV): 0.713
Gap between HOMO and LUMO (Ha): 0.230
LUMO level (eV): 1.77

Element x y z (Å)
Rb  0.611  0.090  0.226
O  1.187  -3.836  1.646
C  1.809  -2.862  1.291
N  1.828  -1.676  1.930
C  2.317  -1.652  3.143
O  2.424  -2.594  3.986
C  2.531  -0.322  3.795
C  3.117  -0.257  5.116
C  3.242  0.970  5.714
C  2.929  2.116  5.022
C  2.197  1.968  3.805
N  2.038  0.803  3.246
C  2.518  -2.971  -0.066
C  3.331  -4.174  -0.282
C  4.089  -4.222  -1.441
C  4.134  -3.102  -2.306
C  3.335  -2.021  -1.993
N  2.541  -1.951  -0.908
H  3.350  -1.165  5.682
H  3.649  1.013  6.718
H  2.982  3.117  5.534
H  1.846  2.868  3.299
H  3.156  -4.975  0.468
H  4.621  -5.198  -1.539
H  4.772  -3.025  -3.155
H  3.391  -1.199  -2.683
C  1.350  -1.510  -7.374
O  1.326  -0.071  -7.276
C  0.763  0.399  -6.096
C  -0.308  1.220  -6.284
C  -1.022  1.554  -5.113
C  -0.605  1.212  -3.819
C  -1.454  1.542  -2.666
C  -2.694  2.336  -2.995
O  -1.264  1.125  -1.489
C  0.660  0.555  -3.642
O  1.130  0.214  -2.539
C  1.339  0.176  -4.846
H  0.470  -1.845  -7.852
H  1.389  -1.975  -6.331
H  2.244  -1.830  -7.920
H  -0.604  1.535  -7.255
H  -2.031  2.056  -5.184
H  -3.486  1.678  -3.456
H  -2.626  3.199  -3.658
H  -3.057  2.686  -2.034
H  2.282  -0.350  -4.738
N  -6.101  -3.825  3.103
C  -5.225  -3.451  2.460
C  -4.158  -2.966  1.624
C  -4.341  -1.895  0.738
C  -3.221  -1.413  0.034
N  -2.001  -1.872  0.201
C  -1.833  -2.954  0.954
C  -2.896  -3.553  1.761
H  -5.367  -1.602  0.496
H  -3.462  -0.523  -0.585
H  -0.818  -3.393  0.952
H  -2.715  -4.319  2.489
F  -1.261  6.214  4.052
C  -2.214  5.223  4.195
F  -2.061  4.854  5.510
F  -3.401  5.829  4.072
C  -2.014  4.068  3.251
C  -1.683  2.820  3.811
C  -1.359  1.804  2.929
N  -1.135  2.035  1.668
C  -1.611  3.194  1.090
C  -2.049  4.226  1.849
H  -1.783  2.576  4.873
H  -1.066  0.876  3.378
H  -1.643  3.184  -0.002
H  -2.330  5.217  1.416

Atom charges from the Mulliken analysis, given in e for atoms 1 to 5: number 1, Rb, carries 0.86; number 2, O, carries -0.66; number 3, C, carries 0.16; number 4, N, carries 0.10; number 5, C, carries -0.21

No. 3
C33H25GeMnNS5 | the ωB97M-V functional and the def2-TZVPD basis

Values from the calculation:
Net charge: -2
Spin multiplicity: 6
Energy relative to the best compared isomer or geometry (same formula, charge and spin) (eV): 0.000
Gap between HOMO and LUMO (alpha / beta) (Ha): 0.203 / 0.222
Expectation value of S²: 8.763
LUMO level (alpha / beta) (eV): 4.33 / 4.33

Element x y z (Å)
Mn  -0.907  -0.297  1.437
S  -1.543  -5.380  6.562
C  -1.441  -4.198  5.404
S  -0.207  -2.992  5.387
C  -0.725  -2.115  3.956
C  -1.818  -2.611  3.326
S  -2.572  -1.937  1.922
S  -2.531  -4.036  4.074
S  0.161  -0.703  3.504
C  0.860  -5.562  -1.627
C  2.025  -4.813  -1.550
C  1.974  -3.475  -1.178
C  0.766  -2.853  -0.868
C  -0.394  -3.630  -0.937
C  -0.355  -4.964  -1.319
Ge  0.555  -0.911  -0.377
C  0.301  -0.221  -2.253
C  0.600  1.117  -2.519
C  0.438  1.664  -3.783
C  -0.047  0.881  -4.822
C  -0.378  -0.443  -4.575
C  -0.199  -0.985  -3.308
C  2.495  -0.392  -0.185
C  3.014  -0.163  1.091
C  4.349  0.165  1.291
C  5.204  0.286  0.204
C  4.708  0.077  -1.076
C  3.373  -0.257  -1.263
H  0.899  -6.610  -1.905
H  2.978  -5.274  -1.789
H  2.894  -2.901  -1.133
H  -1.346  -3.180  -0.673
H  -1.271  -5.541  -1.377
H  0.959  1.744  -1.708
H  0.677  2.707  -3.959
H  -0.173  1.301  -5.814
H  -0.772  -1.060  -5.377
H  -0.443  -2.027  -3.131
H  2.357  -0.248  1.949
H  4.726  0.329  2.295
H  6.247  0.542  0.354
H  5.365  0.178  -1.934
H  2.997  -0.407  -2.271
C  -3.177  2.557  -2.613
C  -3.294  1.290  -2.056
C  -2.781  1.021  -0.802
C  -2.096  2.006  -0.058
C  -1.997  3.288  -0.638
C  -2.532  3.550  -1.887
H  -3.565  2.763  -3.603
H  -3.791  0.500  -2.608
H  -2.901  0.039  -0.357
H  -1.462  4.064  -0.104
H  -2.438  4.548  -2.303
N  -1.518  1.670  1.149
C  -1.332  2.664  2.099
C  -0.125  2.761  2.809
C  0.056  3.727  3.783
C  -0.956  4.630  4.086
C  -2.158  4.547  3.395
C  -2.348  3.583  2.421
H  0.668  2.063  2.571
H  1.001  3.780  4.312
H  -0.802  5.388  4.845
H  -2.959  5.243  3.622
H  -3.291  3.514  1.893

Atom charges from the natural (NBO) analysis, given in e for atoms 1 to 5: number 1, Mn, carries 1.17; number 2, S, carries -0.24; number 3, C, carries -0.56; number 4, S, carries 0.47; number 5, C, carries -0.41

Number 1: E_tot -4218.25153 Ha. Number 2: E_tot -2301.01039 Ha. Number 3: E_tot -6546.27787 Ha.